Computed, not measured: a molecular structure, C27H16ClN5O6Zr, with ωB97M-V/def2-TZVPD.

Geometry as XYZ:
```
56
Properties=species:S:1:pos:R:3:forces:R:3:nbo_charge:R:1
Zr 0.037 0.478 0.949 -0.1 -0.1 -0.6 2.312
O 3.770 -1.551 0.887 0.0 0.1 -0.1 -0.578
C 2.639 -1.135 0.734 0.1 -0.1 0.2 0.650
N 2.017 -0.127 1.400 -0.2 0.1 0.0 -0.825
C 2.452 0.262 2.695 0.0 0.1 0.1 0.190
C 3.765 0.513 3.057 0.0 0.0 0.0 -0.220
C 4.049 0.880 4.365 0.0 0.0 0.0 -0.214
C 3.029 1.003 5.295 0.0 0.0 0.0 -0.209
C 1.708 0.762 4.941 0.0 0.0 0.0 -0.217
C 1.412 0.385 3.637 0.1 0.1 0.0 0.095
N 0.122 0.147 3.101 0.0 0.2 -0.1 -0.803
C -0.978 -0.045 3.855 -0.1 0.0 0.1 0.646
O -1.109 -0.043 5.066 0.0 -0.1 0.0 -0.595
C -2.206 -0.282 2.991 0.0 0.1 0.0 0.168
C -3.453 -0.365 3.582 0.0 -0.1 -0.1 -0.202
C -4.562 -0.534 2.772 0.0 0.0 0.0 -0.125
C -4.395 -0.592 1.394 0.0 0.0 0.0 -0.242
C -3.120 -0.474 0.878 0.0 0.0 0.0 0.060
N -2.043 -0.340 1.661 0.2 0.1 0.0 -0.550
C 1.705 -1.859 -0.205 0.1 0.0 0.0 0.163
C 2.206 -2.706 -1.174 -0.1 -0.1 0.0 -0.200
C 1.309 -3.416 -1.952 -0.1 0.0 0.0 -0.129
C -0.052 -3.270 -1.716 0.0 0.0 0.0 -0.240
C -0.467 -2.389 -0.737 0.0 0.0 0.0 0.076
N 0.392 -1.684 0.002 0.1 0.2 0.0 -0.514
H 4.548 0.409 2.321 0.0 0.0 0.0 0.235
H 5.073 1.076 4.654 0.0 0.0 0.0 0.214
H 3.258 1.297 6.311 0.0 0.0 0.0 0.214
H 0.913 0.858 5.663 0.0 0.0 0.0 0.247
H -3.511 -0.290 4.658 0.0 0.0 0.0 0.264
H -5.552 -0.604 3.204 0.0 0.0 0.0 0.231
H -5.237 -0.704 0.727 0.0 0.0 0.0 0.236
H -2.948 -0.461 -0.192 0.0 0.0 0.0 0.217
H 3.278 -2.793 -1.278 0.0 0.0 0.0 0.257
H 1.659 -4.084 -2.728 0.0 0.0 0.0 0.230
H -0.784 -3.822 -2.288 0.0 0.0 0.0 0.233
H -1.519 -2.237 -0.538 0.0 0.0 0.0 0.203
O -0.660 4.478 0.682 0.0 0.1 -0.1 -0.735
Cl -0.699 3.277 1.404 -0.1 -0.2 0.0 2.553
O -1.138 3.421 2.736 -0.1 0.1 0.1 -0.753
O 0.637 2.611 1.390 0.3 -0.3 0.0 -0.851
O -1.526 2.254 0.712 0.1 -0.2 0.3 -0.854
N -0.767 0.854 -9.300 0.0 0.0 0.0 -0.302
C -0.624 0.854 -8.159 0.0 0.0 -0.1 0.260
C -0.452 0.848 -6.735 0.0 0.0 0.1 -0.120
C -1.442 1.382 -5.912 0.0 0.0 0.0 -0.166
C -1.278 1.370 -4.540 0.0 0.0 0.0 -0.190
C -0.127 0.821 -3.968 0.0 0.0 -0.1 -0.122
C 0.863 0.293 -4.804 0.0 0.0 0.1 -0.186
C 0.705 0.306 -6.175 0.0 0.0 -0.1 -0.178
C 0.038 0.799 -2.548 0.1 0.0 0.0 0.035
C 0.207 0.792 -1.340 -0.3 0.0 0.4 -0.580
H -2.332 1.807 -6.354 0.0 0.0 0.0 0.228
H -2.038 1.792 -3.897 0.0 0.0 0.0 0.227
H 1.757 -0.122 -4.359 0.0 0.0 0.0 0.227
H 1.472 -0.099 -6.821 0.0 0.0 0.0 0.230
```
Forces are in eV/Å.

Energy ... -61792.403 eV
Strongest force on any atom ... 0.6 eV/A
Energy above the lowest of the compared OMol25 structures with the same formula, charge and spin ... 20.3 kcal per mole
Frontier orbital gap ... 7.1 eV
LUMO energy ... -1.17 eV
HOMO ... -8.22 eV
Net charge ... 0

=====

Computed, not measured: a molecular structure, C5H10O, with ωB97M-V/def2-TZVPD.

Geometry as XYZ:
```
16
Properties=species:S:1:pos:R:3:forces:R:3:nbo_charge:R:1
O 1.920 0.724 0.679 0.2 0.1 -0.2 -0.740
C 1.069 -0.360 0.245 -0.2 -0.3 0.1 0.035
C 0.459 -0.098 -1.110 0.6 0.2 0.0 -0.285
C -0.695 0.711 -0.868 -0.3 0.6 0.1 -0.523
C -1.240 0.356 0.433 -0.2 -0.2 0.5 -0.128
C -0.140 -0.335 1.207 -0.1 -0.1 0.0 -0.496
H 2.570 0.885 -0.019 -0.1 0.0 0.1 0.468
H 1.631 -1.299 0.310 -0.1 0.2 0.0 0.182
H 1.068 -0.006 -2.003 -0.1 -0.1 0.1 0.207
H -0.976 -1.529 -0.963 -0.6 -0.1 0.3 0.005
H -1.341 1.097 -1.654 0.1 -0.1 0.1 0.252
H -0.290 1.591 -0.247 0.1 0.2 -0.3 0.344
H -2.089 0.853 0.893 0.1 -0.1 -0.1 0.217
H -1.632 -1.419 -0.513 0.5 -0.2 -0.4 -0.022
H 0.143 0.176 2.135 -0.1 0.0 -0.1 0.243
H -0.457 -1.348 1.475 0.1 0.1 0.0 0.240
```
Forces are in eV/Å.

Energy ... -7389.508 eV
Strongest force on any atom ... 0.7 eV/A
Energy above the lowest of the compared OMol25 structures with the same formula, charge and spin ... 121.2 kcal per mole
Frontier orbital gap (alpha / beta) ... 8.4 / 7.5 eV
LUMO energy (alpha / beta) ... 0.83 / 0.35 eV
HOMO (alpha / beta) ... -7.60 / -7.19 eV
Net charge ... 0

=====

Computed, not measured: 4 unconnected molecules or ions with the total composition C3H16NO3S, with ωB97M-V/def2-TZVPD.

Geometry as XYZ:
```
24
Properties=species:S:1:pos:R:3:forces:R:3:nbo_charge:R:1
C 0.295 1.538 -0.670 0.5 1.3 0.2 -0.650
C 0.354 0.385 0.271 0.7 -1.5 2.5 -0.004
C 0.656 -0.989 -0.274 -0.9 -0.4 -1.3 -0.606
S 0.959 -2.376 0.850 -0.4 -0.2 0.8 -0.056
N 1.392 0.699 1.464 -1.5 1.4 -1.2 -0.717
H -0.202 1.375 -1.624 0.1 -0.5 0.2 0.283
H 1.325 1.903 -0.853 -0.4 -0.1 -0.1 0.215
H -0.273 2.367 -0.214 0.3 -0.2 -0.1 0.231
H -0.491 0.256 0.937 -0.6 0.3 -0.7 0.203
H -0.223 -1.257 -0.952 1.1 0.6 1.5 0.313
H 1.457 -1.060 -0.979 0.6 0.6 -0.4 0.246
H 2.218 -2.797 0.571 -0.3 0.6 -0.2 0.159
H 1.093 1.605 1.838 0.3 0.1 -0.3 0.430
H 1.191 0.109 2.280 0.8 -0.6 -0.5 0.478
H 2.319 0.791 1.057 0.3 -0.5 0.7 0.432
H -3.218 1.257 -1.132 -0.4 0.0 -0.4 0.486
H -2.701 0.544 -2.440 -0.5 0.1 -0.1 0.488
O -2.498 0.771 -1.532 0.8 -0.2 0.4 -0.969
H -1.321 0.057 2.715 -0.8 0.4 0.4 0.496
H -1.052 1.440 3.536 -0.8 -0.1 -0.1 0.505
O -0.712 0.611 3.204 1.4 -0.3 0.0 -0.987
H -0.051 -2.026 -3.363 -0.1 -0.1 -0.7 0.490
H -0.515 -3.001 -2.261 0.0 -0.1 -0.2 0.492
O -0.002 -2.204 -2.429 -0.1 -0.6 -0.4 -0.957
```
Forces are in eV/Å.

Energy ... -21831.499 eV
Strongest force on any atom ... 3.0 eV/A
Energy above the lowest of the compared OMol25 structures with the same formula, charge and spin ... 36.5 kcal per mole
Frontier orbital gap ... 9.7 eV
LUMO energy ... -2.87 eV
HOMO ... -12.55 eV
Net charge ... +1

=====

Question: Which formula does entry 2 have?
Answer: C5H10O